The following is a DFT calculation (wB97M-V/def2-TZVPD) of the molecule C4H8OS.

Last column: Löwdin charge in e.
CARTESIAN COORDINATES (ANGSTROEM)
H  1.9131  -0.5085  1.5465  0.119
H  3.4742  -0.9813  -0.2653  0.119
H  1.8798  0.8630  0.4791  0.121
C  2.3858  -0.9674  -0.4567  -0.264
S  -2.4168  0.8819  0.2205  0.703
O  1.9316  -1.4926  -1.4335  0.060
H  -2.3839  -0.2193  -0.5305  -0.150
C  -0.6495  1.0044  0.5447  -0.604
C  1.5807  -0.1882  0.5545  -0.165
H  -0.1429  -0.7390  -0.5865  0.093
C  0.0735  -0.3189  0.3924  -0.293
H  -0.3229  -1.0179  1.1334  0.117
H  -0.5022  1.3531  1.5633  0.072
H  -0.2142  1.7377  -0.1380  0.070

* frontier orbital gap: 10.0 eV
* SMILES: O=CCCCS
* charge: 0
* DFT total energy: -630.6169 hartree
* molecular weight: 104.17 g/mol

=====

The following is a DFT calculation (wB97M-V/def2-TZVPD) of a structure of composition C30H48BrIrN3OP2S.

Last column: Löwdin spin population.
CARTESIAN COORDINATES (ANGSTROEM)
C  -0.9734  0.6393  -3.5437  0.011
H  -0.9508  -7.0578  0.7827  0.000
C  -3.3243  0.2331  -3.4298  0.004
Ir  -0.4799  -0.2589  -0.1798  1.256
H  3.9445  1.4396  1.9161  0.001
H  1.6052  -4.3192  -2.6718  0.000
H  -1.9847  1.9885  -5.8172  0.001
H  -3.6231  3.4839  -0.0128  0.000
H  1.6467  7.3535  4.1032  0.000
H  -1.0191  -6.5848  2.4744  0.000
C  0.8803  -4.5159  -3.4637  0.000
H  -1.8811  3.6581  0.0749  0.000
H  4.1117  5.1120  1.3940  0.004
H  -0.0516  0.9002  -4.0456  -0.001
C  2.9792  6.3306  2.7555  -0.001
H  -4.2855  0.1859  -3.9256  0.001
H  -0.1654  5.6765  3.9232  0.004
H  0.6246  -5.8003  -0.8211  0.007
H  4.6513  1.2008  0.3068  0.000
H  3.2744  -1.5236  2.4676  0.000
C  3.5609  -1.2428  -0.2462  0.005
C  0.9483  4.4377  2.5694  0.074
H  4.0687  -0.7550  -1.0773  0.000
C  -1.0952  0.3617  3.1043  0.027
C  0.1462  2.4281  1.6654  0.092
N  0.0631  3.4622  2.3873  0.325
H  -3.9270  0.4430  2.1761  0.002
H  2.7738  -1.8884  -0.6310  0.001
P  -1.1687  1.1068  1.4561  0.077
H  4.9931  0.0687  1.6044  0.003
C  -1.9599  -0.0229  -1.5494  0.120
H  -1.8626  -0.4085  3.1849  0.006
H  3.7495  7.0822  2.8552  0.000
C  -2.2048  0.6176  -4.1829  0.016
H  -1.7004  0.3030  -6.2410  0.001
N  -0.9118  0.2982  -2.2513  0.128
H  1.7582  -4.5861  -0.1834  0.006
H  0.6027  -4.7241  2.0597  0.000
C  -2.6894  2.9252  0.0489  0.000
H  -4.0951  -0.4024  -1.5121  0.000
C  1.7743  6.4843  3.4726  -0.004
H  1.6479  -1.5735  1.7802  0.007
C  3.0488  -0.2181  0.7798  0.038
H  -1.2447  1.1120  3.8790  0.003
H  -3.9754  3.3939  2.4256  0.003
Br  -2.1613  -2.3163  0.9500  0.637
P  1.6635  0.7040  -0.0243  0.105
C  -2.9764  2.9671  2.5332  0.014
H  3.1770  1.8956  -1.4834  0.000
H  0.6701  -5.5855  -3.4800  0.000
H  -3.3445  0.8789  -5.9803  0.000
H  -3.7188  0.3377  0.4257  0.005
C  1.4333  2.2492  0.9680  0.091
H  -2.2768  3.8002  2.5850  0.006
H  -0.1242  -0.1155  3.2406  0.002
C  -3.2350  -0.0909  -2.0823  0.029
H  -2.1439  -3.5306  -1.9846  0.001
H  2.3678  0.5365  -2.3035  0.002
H  -2.5976  2.3329  -0.8607  0.000
H  1.3646  -4.2700  -4.4066  0.000
S  -0.3422  -3.6593  -0.5071  0.317
H  -1.3944  -5.1347  -1.9676  0.000
C  -0.3897  -3.7039  -3.2909  0.013
C  0.7662  -5.0273  -0.0648  0.063
H  1.2962  -6.2511  1.5625  0.000
C  -3.8507  1.0208  1.2549  0.015
C  -0.8637  -6.2108  1.4642  0.002
H  -2.9648  2.4291  3.4788  0.000
H  -1.6808  -5.5163  1.2515  0.002
N  2.3114  3.1677  1.0791  0.173
H  -4.7989  1.5424  1.1206  0.001
H  1.4785  2.0442  -2.0039  -0.001
C  0.7661  5.5617  3.3868  0.020
C  -2.3170  0.9666  -5.6360  0.004
C  -2.7281  2.0695  1.3172  0.014
H  -1.0666  -3.8734  -4.1316  0.003
C  3.1906  5.2483  1.9433  0.017
C  2.2324  1.3648  -1.6073  0.001
H  4.3001  -1.8674  0.2575  0.001
C  -1.1940  -4.0640  -2.0437  0.028
O  0.4896  -2.4251  -0.6812  0.119
C  0.4946  -5.5424  1.3422  0.005
C  2.1890  4.2695  1.8245  0.067
C  2.4868  -0.9152  2.0214  0.012
C  4.2145  0.6967  1.1682  0.011
H  2.1715  -0.1961  2.7816  0.000
H  -0.1744  -2.6321  -3.2792  0.000

* 2S+1: 5
* frontier orbital gap (spin up / spin down): 6.6 / 4.9 eV
* charge: +3
* DFT total energy: -5169.6731 hartree
* expectation value of S²: 6.019
* molecular weight: 832.87 g/mol

=====

The following is a DFT calculation (wB97M-V/def2-TZVPD) of a cluster of 2 separate species, C2HClF2O in total.

Last column: Löwdin spin population.
CARTESIAN COORDINATES (ANGSTROEM)
Cl  2.1471  0.9867  -0.8036  1.358
H  0.0898  0.6966  0.3083  0.013
O  -2.2403  -0.1464  -0.1082  0.007
F  0.8342  -1.0724  -0.5604  0.093
C  -3.2761  -0.2899  -0.5195  0.000
C  0.9469  0.0267  0.2244  0.472
F  1.4985  -0.2013  1.4590  0.056

* 2S+1: 3
* frontier orbital gap (spin up / spin down): 6.1 / 7.7 eV
* charge: 0
* DFT total energy: -811.7144 hartree
* expectation value of S²: 2.005
* molecular weight: 114.48 g/mol

=====

The following is a DFT calculation (wB97M-V/def2-TZVPD) of a structure of composition C17H18BrN4O2PdS.

Last column: Löwdin charge in e.
CARTESIAN COORDINATES (ANGSTROEM)
O  0.1180  1.4696  0.2543  -0.307
H  5.5933  2.1429  1.7620  0.104
H  4.0597  1.6660  -0.1088  0.106
C  2.6621  3.0167  3.2156  -0.003
H  4.4933  -5.3057  -5.5320  0.112
N  1.8756  1.0647  -1.1918  0.019
H  2.7801  -1.0136  -2.4428  0.140
H  6.5039  -2.0433  -3.6275  0.111
C  3.5942  -4.5736  -3.7351  -0.027
H  2.1683  1.3232  -2.1201  0.161
C  4.7118  -2.7227  -2.6749  -0.050
C  4.5310  2.3074  1.8772  -0.083
H  6.3446  -3.6683  -5.4821  0.111
C  3.6507  -3.6285  -2.7100  -0.229
N  -2.0537  1.6140  2.8780  0.154
S  -0.4898  -0.5322  2.8551  0.609
H  -3.0153  -1.3462  2.1710  0.108
H  4.6842  3.0028  3.9012  0.110
H  -1.2090  2.0848  3.1987  0.098
O  0.4768  3.0440  2.3105  0.007
H  -2.9029  2.1481  2.7750  0.137
H  4.8121  -2.0405  -1.8394  0.117
C  1.8028  2.7512  2.1596  -0.272
C  -1.9943  0.3220  2.6390  -0.824
C  4.5517  -4.5775  -4.7346  -0.061
C  4.0200  2.7914  3.0739  -0.069
H  2.2483  3.4096  4.1348  0.122
C  5.6758  -2.7379  -3.6705  -0.064
H  0.0459  2.6300  1.5248  0.055
H  2.3019  -4.6291  -1.3187  0.118
C  2.1965  -1.1991  -1.5460  -0.136
Br  0.7735  -2.8775  0.2972  0.879
C  1.3392  1.9892  -0.2093  -0.383
C  2.0193  -2.5783  -1.1411  -0.567
N  1.7082  -0.2247  -0.8733  -0.115
C  2.2962  2.2387  0.9532  -0.124
C  3.6668  2.0425  0.8280  -0.044
Pd  0.5182  -0.4066  0.7530  0.570
N  -3.0856  -0.3521  2.3031  0.135
H  -3.9935  0.0812  2.2418  0.128
C  5.5907  -3.6565  -4.7066  -0.064
H  2.7900  -5.2989  -3.7523  0.120
H  1.1527  2.9238  -0.7540  0.169
C  2.6126  -3.6505  -1.6687  -0.078

* frontier orbital gap: 6.9 eV
* charge: +1
* DFT total energy: -4127.9708 hartree
* molecular weight: 528.75 g/mol

=====

The following is a DFT calculation (wB97M-V/def2-TZVPD) of a structure of composition C30H24Cl2N6O5Pd.

Last column: Löwdin charge in e.
CARTESIAN COORDINATES (ANGSTROEM)
C  1.1302  7.3041  0.9157  -0.071
H  4.5842  -0.2066  0.5436  0.053
C  3.2555  4.0387  0.2533  -0.580
C  2.7169  -0.6069  1.5156  -0.470
N  2.1715  -6.1562  -1.6910  0.060
C  0.4552  -3.1229  -1.1122  -0.561
N  -1.4168  -0.3285  2.8151  0.080
H  4.2958  -1.9116  0.8937  0.081
C  -0.1434  4.2434  -0.9777  -0.045
C  0.2089  -4.5366  -1.3285  -0.239
C  0.4308  -1.1480  4.5565  -0.048
H  2.1651  6.4436  -1.6848  0.080
C  -4.5109  0.8680  1.3213  -0.020
N  -0.1230  -0.4189  2.3355  -0.100
H  0.0969  8.4288  2.4180  0.088
H  -1.1765  4.1368  -1.3151  0.121
C  -1.0563  6.7503  1.7111  -0.095
H  2.5107  -3.4199  -1.0986  0.065
H  -4.1263  1.0653  0.3301  0.114
H  -7.3641  0.9338  3.1520  0.086
H  3.7805  2.4422  -3.2047  0.102
C  2.1775  -0.9028  2.7498  -0.038
C  -3.6229  0.4114  2.2912  -0.137
C  -0.0261  5.3919  -0.0177  -0.157
H  3.9321  2.2003  1.0733  0.104
H  2.0319  7.9030  0.9474  0.103
C  3.9217  2.1599  -1.0748  -0.076
H  -6.5350  1.4034  0.8650  0.092
H  4.2511  1.1324  -1.1470  0.096
Pd  0.1359  0.2755  0.5437  1.102
C  2.8635  4.7578  -0.8772  -0.328
C  -6.3176  0.7893  2.9106  -0.121
H  2.8633  -1.2700  3.5011  0.085
C  3.7362  2.7470  0.1634  -0.100
N  -2.1558  -5.5452  -1.3459  0.071
H  0.4442  4.4277  -1.8753  0.088
H  -1.8967  6.9348  2.3692  0.093
Cl  2.7281  5.0165  -3.5829  0.671
C  1.0994  6.2173  0.0465  -0.244
H  -0.3520  -1.9058  4.5533  0.074
C  0.8139  -0.8023  3.1434  -0.322
O  0.2163  1.8352  -1.0784  -0.093
H  -3.3942  -0.2145  4.3149  0.102
O  2.1053  -0.1501  0.4828  -0.187
C  -1.0861  5.6756  0.8432  -0.029
H  0.0211  -0.2697  5.0566  0.075
O  0.6118  2.9481  0.8291  -0.042
H  4.7584  -0.8170  2.2072  0.072
C  -5.8515  1.0541  1.6296  -0.097
N  2.2687  6.0124  -0.7751  0.055
Cl  3.1151  4.7648  1.8162  0.753
C  3.1247  4.1524  -2.1113  -0.581
C  -2.1931  0.2240  1.9322  -0.453
C  3.6473  2.8788  -2.2256  -0.107
C  -5.4325  0.3340  3.8803  -0.106
H  1.2962  -1.5110  5.1094  0.062
C  0.2864  2.8807  -0.3684  -0.673
H  -1.9471  5.0176  0.8248  0.120
C  1.2803  -5.4266  -1.5390  -0.311
H  -5.7910  0.1229  4.8812  0.089
H  1.9482  -1.8161  -0.7901  0.053
C  0.0568  7.5843  1.7408  -0.109
C  -4.0942  0.1450  3.5732  -0.037
O  -1.8293  0.6262  0.7579  -0.137
C  4.1835  -0.8977  1.2849  -0.030
N  1.7839  -2.7304  -1.1831  0.146
C  -1.1003  -5.0689  -1.3370  -0.278
O  -0.4152  -2.2827  -0.9062  -0.016

* frontier orbital gap: 6.0 eV
* charge: -2
* DFT total energy: -2910.7600 hartree
* molecular weight: 725.88 g/mol

=====

The following is a DFT calculation (wB97M-V/def2-TZVPD) of the molecule C6H16NPS.

Last column: Löwdin charge in e.
CARTESIAN COORDINATES (ANGSTROEM)
H  -2.4675  -0.5234  -0.5354  0.051
H  0.2287  0.8756  2.3769  0.060
P  0.5058  -0.1405  -0.2599  0.665
H  -2.5023  -0.1703  -2.3453  0.062
H  0.7773  2.5864  1.8430  0.102
H  -1.2254  -1.0745  1.3607  0.116
H  0.7328  -3.2554  1.4334  0.076
H  0.5303  -1.0692  2.0255  0.121
C  0.8614  1.4743  1.7247  -0.114
S  2.9274  -0.4929  -0.7790  -0.133
H  0.0715  3.3301  -0.5003  0.099
H  -0.8339  -3.1773  0.6104  0.063
C  -0.1247  -1.1965  1.0405  -0.387
N  0.0850  1.3666  0.3995  -0.383
H  0.0487  -0.1324  -2.5778  0.083
H  -0.3970  -1.5310  -1.7522  0.049
C  -1.9977  -0.0533  -1.3854  -0.140
C  -0.5555  -0.4856  -1.7368  -0.329
C  0.1041  -2.6934  0.7597  -0.162
C  0.6567  2.3801  -0.4304  -0.223
H  1.8277  2.4289  -0.2637  0.115
H  0.4995  2.1257  -1.4588  0.046
H  0.5813  -2.8409  -0.1514  0.017
H  -2.1863  1.0902  -1.1030  0.112
H  1.8520  1.1789  1.7050  0.032

* frontier orbital gap: 8.2 eV
* SMILES: CCP(=S)(CC)N(C)C
* charge: 0
* DFT total energy: -1032.3978 hartree
* molecular weight: 165.24 g/mol